No. 1
Molecular formula: C45H40BClKN13SSb
Method: DFT, the ωB97M-V functional and the def2-TZVPD basis

The geometry in XYZ format:
```
103
C45H40BClKN13SSb, DFT the ωB97M-V functional and the def2-TZVPD basis
K -0.4840 0.5244 -0.1319
C -4.3446 -2.3021 -0.1654
C -2.9527 -2.2649 -0.3491
N -2.5533 -1.0592 -0.7288
N -3.6691 -0.2993 -0.8060
C -4.7636 -1.0217 -0.4681
B -3.5245 1.1426 -1.3616
N -2.6214 1.0503 -2.6145
C -3.0430 0.7340 -3.8591
C -1.9306 0.6185 -4.6679
C -0.8527 0.8747 -3.7994
N -1.2780 1.1197 -2.5666
N -2.8932 2.0778 -0.3077
C -3.2657 2.1635 0.9960
C -2.8184 3.3690 1.4814
C -2.1814 3.9732 0.3764
N -2.2383 3.1951 -0.6891
N -4.8723 1.7786 -1.7767
C -4.9608 2.9015 -2.5342
C -6.2503 3.3661 -2.4553
C -6.8896 2.4559 -1.5927
N -6.0572 1.5131 -1.1813
H -4.9528 -3.1405 0.1341
H -2.2280 -3.0575 -0.2223
H -5.7394 -0.5693 -0.4684
H -4.0917 0.6368 -4.0932
H -1.9023 0.3946 -5.7231
H 0.2057 0.8900 -4.0212
H -3.8483 1.3878 1.4697
H -2.9294 3.7645 2.4783
H -1.6928 4.9341 0.3259
H -4.0990 3.2840 -3.0600
H -6.6689 4.2356 -2.9349
H -7.9162 2.4496 -1.2561
N -0.0875 -2.3176 -4.0293
C -0.4084 -1.8973 -2.7859
N 0.3798 -1.9193 -1.7669
C 1.6809 -2.4210 -1.9227
N 2.5518 -2.5094 -0.9943
N 2.3977 -2.0939 0.2740
C 2.6475 -3.0018 1.1250
C 2.7410 -2.7921 2.5758
C 3.2533 -3.8293 3.3534
C 3.2869 -3.6938 4.7292
C 2.7553 -2.5461 5.2926
C 2.2777 -1.5629 4.4392
N 2.3050 -1.6550 3.1145
C 2.0609 -2.9859 -3.2315
C 3.2651 -3.6560 -3.4442
C 3.5437 -4.2373 -4.6651
C 2.6148 -4.1623 -5.7014
C 1.4116 -3.5132 -5.5097
C 1.1366 -2.9264 -4.2757
H -0.7530 -2.2269 -4.7750
H -1.4102 -1.4980 -2.6503
H 2.8068 -4.0324 0.7946
H 3.6206 -4.7296 2.8738
H 3.7090 -4.4736 5.3511
H 2.7246 -2.4034 6.3645
H 1.8442 -0.6469 4.8310
H 3.9639 -3.7221 -2.6197
H 4.4752 -4.7683 -4.8154
H 2.8300 -4.6160 -6.6611
H 0.6717 -3.4690 -6.3024
S 0.4571 2.8116 1.5814
Sb 2.6695 2.4595 1.3521
C 3.4433 4.4083 0.9480
C 4.4745 4.9628 1.7003
C 4.9067 6.2591 1.4422
C 4.3113 7.0017 0.4325
C 3.2701 6.4568 -0.3098
C 2.8302 5.1676 -0.0461
C 3.8395 2.0619 3.1013
C 3.4157 2.7508 4.2369
C 4.0585 2.5681 5.4515
C 5.1289 1.6872 5.5443
C 5.5664 1.0128 4.4133
C 4.9246 1.1976 3.1930
C 3.3115 1.4202 -0.3886
C 2.5973 1.6958 -1.5521
C 2.9824 1.1145 -2.7548
C 4.0651 0.2481 -2.7953
C 4.7739 -0.0282 -1.6340
C 4.4039 0.5609 -0.4333
H 4.9393 4.3899 2.4934
H 5.7095 6.6864 2.0309
H 4.6507 8.0109 0.2321
H 2.7992 7.0407 -1.0917
H 1.9884 4.7615 -0.5985
H 2.5731 3.4338 4.1682
H 3.7255 3.1125 6.3266
H 5.6233 1.5302 6.4948
H 6.4183 0.3466 4.4733
H 5.2946 0.6630 2.3315
H 1.7447 2.3721 -1.5294
H 2.4452 1.3496 -3.6658
H 4.3535 -0.2205 -3.7291
H 5.6155 -0.7097 -1.6563
H 4.9662 0.3281 0.4567
Cl -1.2621 -1.0069 2.3395
C -2.7879 -0.8112 3.0375
H -2.9717 0.0971 3.5897
H -3.5711 -1.4898 2.7354
```

Results
Highest occupied orbital energy (spin up / spin down) ... -8.012 / -8.032 eV
Charge ... 0
Frontier orbital gap (spin up / spin down) ... 8.045 / 8.065 eV
Spin multiplicity ... 2
Relative energy (zero: lowest compared OMol25 entry of this formula, charge and spin) ... 1.992 eV
Largest force on an atom ... 1.2 eV Å⁻¹

Mulliken atomic charge list, values in e, 2 entries:
1. K 0.949
2. C -1.305

No. 2
Molecular formula: C45H40N8O2P2RuSe2
Method: DFT, the ωB97M-V functional and the def2-TZVPD basis

The geometry in XYZ format:
```
100
C45H40N8O2P2RuSe2, DFT the ωB97M-V functional and the def2-TZVPD basis
Ru -0.2503 -2.4880 -0.2361
C -1.4469 -6.1718 -2.2782
C -1.3725 -4.9755 -1.3951
N -0.2170 -4.3073 -1.1462
N 0.8930 -4.8845 -1.5008
C 1.9881 -4.1877 -0.9276
O 1.7965 -3.2555 -0.1181
C 3.2858 -4.6421 -1.3278
C 4.4253 -3.9340 -0.9175
C 5.6685 -4.3455 -1.3368
C 5.7871 -5.4696 -2.1586
C 4.6640 -6.1844 -2.5614
C 3.4123 -5.7747 -2.1527
C -2.4698 -4.4879 -0.6518
C -3.6481 -5.1586 -0.5357
C -4.6896 -4.7301 0.3609
C -4.5159 -3.6700 1.1630
C -3.2785 -2.8492 1.1404
N -2.2651 -3.2761 0.1033
H -0.5490 -6.2637 -2.8777
H -2.3158 -6.0965 -2.9333
H -1.5466 -7.0821 -1.6787
H 4.3240 -3.0693 -0.2818
H 6.5520 -3.8010 -1.0291
H 6.7687 -5.7890 -2.4870
H 4.7705 -7.0590 -3.1898
H 2.5318 -6.3231 -2.4554
H -3.7871 -6.0731 -1.1031
H -5.6071 -5.3036 0.4041
H -5.2885 -3.3658 1.8635
H -2.8339 -2.7068 2.1204
Se -2.9602 3.4678 2.3621
P -0.9625 3.1228 1.7787
C -0.5234 4.1655 0.3810
C -1.5164 4.4178 -0.5667
C -1.2821 5.3175 -1.5926
C -0.0547 5.9648 -1.6848
C 0.9452 5.7029 -0.7613
C 0.7116 4.8062 0.2776
C 0.2614 3.4244 3.0582
C 0.4315 4.7369 3.5050
C 1.3079 5.0045 4.5442
C 2.0107 3.9667 5.1485
C 1.8357 2.6618 4.7144
C 0.9607 2.3863 3.6684
C -0.7026 1.3472 1.3537
C -0.0196 0.5680 0.4371
N -0.3234 -0.7316 0.7726
N -1.1461 -0.7342 1.8373
N -1.3780 0.4758 2.1885
P 1.3086 0.6265 -0.7946
Se 0.8012 -1.0355 -2.1326
C 2.7395 0.6159 0.2954
C 2.9848 1.8134 0.9770
C 3.9493 1.8513 1.9714
C 4.6620 0.7007 2.2944
C 4.3919 -0.4929 1.6394
C 3.4201 -0.5406 0.6458
C 1.4716 2.0128 -1.9051
C 0.3778 2.3669 -2.6983
C 0.5440 3.2770 -3.7244
C 1.7959 3.8239 -3.9758
C 2.8894 3.4590 -3.2050
C 2.7375 2.5483 -2.1687
H -2.4872 3.9503 -0.4573
H -2.0674 5.5374 -2.3074
H 0.1177 6.6874 -2.4752
H 1.8982 6.2169 -0.8286
H 1.4807 4.6363 1.0218
H -0.1348 5.5434 3.0532
H 1.4351 6.0227 4.8925
H 2.6883 4.1789 5.9677
H 2.3735 1.8520 5.1951
H 0.8229 1.3624 3.3421
H 2.4204 2.7089 0.7441
H 4.1367 2.7789 2.5017
H 5.4204 0.7352 3.0682
H 4.9282 -1.3959 1.9101
H 3.1784 -1.4774 0.1647
H -0.5944 1.9213 -2.5211
H -0.3021 3.5482 -4.3435
H 1.9191 4.5369 -4.7828
H 3.8694 3.8665 -3.4203
H 3.6022 2.2426 -1.6004
N -2.5396 -2.0384 -0.6861
C -3.3558 -1.5937 0.2773
N -3.9629 -0.4712 0.3805
C -3.9698 0.5228 -0.7158
C -5.4163 0.7481 -1.1000
O -6.1767 1.1541 0.0265
C -6.1897 0.1794 1.0547
C -4.7835 -0.0851 1.5461
H -3.3792 0.1523 -1.5531
H -3.5361 1.4445 -0.3242
H -5.8353 -0.1691 -1.5297
H -5.4832 1.5444 -1.8344
H -6.6461 -0.7501 0.6847
H -6.7976 0.5725 1.8649
H -4.7452 -0.8619 2.3124
H -4.3436 0.8264 1.9553
```

Results
Highest occupied orbital energy (spin up / spin down) ... -11.795 / -11.794 eV
Charge ... +2
Frontier orbital gap (spin up / spin down) ... 4.932 / 3.398 eV
Spin multiplicity ... 5
Relative energy (zero: lowest compared OMol25 entry of this formula, charge and spin) ... 2.823 eV
Largest force on an atom ... 1.5 eV Å⁻¹

Mulliken atomic charge list, values in e, 2 entries:
1. Ru 0.388
2. C -1.727